# 1
29
Properties=species:S:1:pos:R:3:lowdin_charge:R:1 method="wB97M-V/def2-TZVPD" energy_ev=-31307.307 max_force_ev_per_a=3.964 molar_mass_g_mol=234.68 e_homo_ha="-0.47497 / -0.47499" gap_ev="8.333 / 8.333" charge=+1
C 0.33216 -0.52973 -2.64536 -0.11
C -3.83055 1.76520 -1.64680 0.13
C -1.85422 0.84379 -2.85335 0.02
C -0.72418 0.16581 -2.84886 0.04
C -2.51898 1.44146 -1.65230 -0.40
C 0.48477 -0.39194 2.87990 -0.08
C 0.00136 -0.01646 1.55462 -0.35
C 1.13441 0.27257 0.48999 -0.40
C -0.95577 -1.08300 0.87804 -0.73
N 1.36509 -1.11124 -2.35483 0.15
N -0.37846 -2.21166 0.59699 0.12
N 1.99785 -0.85240 0.03310 0.18
O 1.95690 1.25996 0.92616 0.02
F -1.65875 1.83978 -0.72806 0.05
Cl -2.57961 -0.57266 0.73064 0.80
H -4.24874 2.07890 -0.79417 0.03
H -4.60455 1.35204 -2.32378 0.11
H -2.44363 0.97505 -3.78370 0.14
H -0.37419 -0.57721 3.53404 0.09
H 0.97075 -1.45849 2.85035 0.12
H 1.21395 0.32199 3.39382 0.12
H -0.52966 0.95493 1.66162 0.13
H 0.54064 0.71200 -0.33754 0.13
H 1.65770 -1.85169 -2.94076 0.12
H -0.92149 -2.90057 0.04372 0.09
H 1.83549 -1.06234 -1.09017 0.04
H 1.80614 -1.69266 0.57572 0.12
H 2.96214 -0.46477 0.13040 0.18
H 1.46923 2.04682 1.22868 0.14



# 2
25
Properties=species:S:1:pos:R:3:lowdin_charge:R:1 method="wB97M-V/def2-TZVPD" energy_ev=-23567.045 max_force_ev_per_a=3.990 smiles="CCC(Cl)=C=N.CC1(C)C=C1" molar_mass_g_mol=171.67 e_homo_ha=-0.31518 gap_ev=9.235
C 1.85074 -0.50187 -1.01390 -0.11
C 1.90860 -0.13975 0.43175 -0.28
C 2.43745 1.22394 0.75785 -0.67
Cl 1.41647 2.62989 0.90322 0.65
C 3.69263 1.49720 0.96493 -0.26
N 4.88432 1.47851 0.80629 0.17
H 2.95936 -0.43982 -1.43586 0.13
H 1.39924 0.22174 -1.66207 0.05
H 1.46195 -1.48920 -1.14226 0.07
H 2.52296 -0.84442 0.84260 0.08
H 0.84747 -0.14702 0.85623 0.11
H 5.40875 1.66504 1.66700 0.08
C -2.09219 -0.57009 1.29866 -0.05
C -2.37343 -0.26263 -0.16208 -0.52
C -2.96886 -1.46091 -0.87354 -0.06
C -2.65245 1.13098 -0.59819 0.02
C -1.45247 0.73511 -0.86391 0.04
H -2.99130 -0.86721 1.71807 0.05
H -1.75801 0.35707 1.64243 0.05
H -1.31143 -1.40666 1.17475 0.11
H -3.35808 -1.14842 -1.83421 0.07
H -3.83610 -1.86270 -0.42220 0.05
H -2.22959 -2.36869 -0.97027 0.11
H -3.33195 1.77276 -1.03409 0.07
H -0.43410 0.79716 -1.05120 0.04



# 3
36
Properties=species:S:1:pos:R:3:mulliken_spin:R:1 method="wB97M-V/def2-TZVPD" energy_ev=-69785.742 max_force_ev_per_a=6.650 molar_mass_g_mol=381.17 e_homo_ha="-0.00821 / -0.00132" gap_ev="4.153 / 4.002" spin_multiplicity=4 charge=-2
Cr -0.17841 0.78008 -0.77700 2.04
C -0.57320 -1.87147 1.99590 0.01
C -0.24354 -1.94849 0.60429 -0.01
C 0.93230 -2.89823 0.22709 0.00
O 1.44115 -2.83280 -0.88883 -0.01
C 1.46815 -3.78305 1.27080 0.00
C 1.09428 -3.63825 2.58714 0.00
C 0.06398 -2.59426 2.97423 0.00
O -0.19580 -2.27661 4.17696 -0.01
O 1.51210 -4.55423 3.38292 0.00
O -0.63486 -1.06002 -0.19563 -0.01
H -1.37198 -1.16497 2.19333 0.00
H 2.25331 -4.43220 0.91672 0.00
P 1.78641 1.06204 -2.45376 1.01
O 0.64963 -0.09919 -2.29548 -0.10
O 0.53372 1.96966 -2.22761 0.00
O 2.29840 0.25976 -3.66128 0.12
O 1.80253 -0.01542 -1.29437 -0.08
C -2.95211 -0.28073 -1.93918 0.01
O -2.04328 0.82983 -1.86090 0.02
H -2.82969 -1.05607 -1.18873 0.00
H -3.96452 0.09491 -1.75375 0.00
H -2.86804 -0.71953 -2.93372 0.00
H -2.41662 1.45173 -2.49286 -0.02
C 2.40290 1.56096 1.09985 0.04
O 1.03208 1.22733 0.97002 -0.01
H 3.03066 1.22043 0.28281 0.02
H 2.51546 2.65098 1.17849 0.01
H 2.84612 1.24289 2.04826 0.00
H 0.71932 1.10711 1.87255 0.00
C -1.34118 3.48177 -0.59561 -0.03
O -1.24893 2.34955 0.25714 -0.02
H -1.51053 3.14038 -1.61250 0.01
H -2.13556 4.17883 -0.31668 0.00
H -0.40336 4.02873 -0.71222 0.01
H -1.47091 2.58852 1.16161 -0.01



# 4
26
Properties=species:S:1:pos:R:3:mulliken_spin:R:1 method="wB97M-V/def2-TZVPD" energy_ev=-15243.640 max_force_ev_per_a=6.412 molar_mass_g_mol=169.22 e_homo_ha="-0.38579 / -0.50792" gap_ev="7.115 / 7.498" spin_multiplicity=3 charge=+1
C -1.38084 1.36168 -1.58495 0.09
C -1.79477 -0.23823 0.55756 0.77
C 0.58995 -0.18809 1.03326 0.07
C 1.00429 -0.93602 -0.26296 0.00
C -2.32755 1.02454 0.64426 0.90
C -0.80153 -0.76622 1.52972 0.04
C 0.54600 -0.67311 -1.75144 -0.01
C 1.79254 -0.40181 1.97185 0.02
C 1.98458 -0.48500 -1.35324 0.00
N -0.36795 0.53713 -1.94281 0.09
N -2.30058 1.56270 -0.68581 -0.01
F -0.78683 -2.08565 1.75728 0.01
H -1.43510 2.07954 -2.28463 0.01
H -1.94841 -0.88552 -0.20148 0.01
H 0.57463 0.81055 0.76673 -0.02
H 1.14755 -1.88910 -0.07535 0.00
H -2.27503 1.64306 1.50944 0.01
H -0.93450 -0.26440 2.63001 0.02
H 2.73820 -0.03347 1.70174 0.00
H 1.71688 -1.47652 2.16547 0.00
H 1.53307 0.11834 2.82310 0.00
H 2.75367 -1.21489 -1.76006 0.00
H 2.38363 0.56261 -1.29036 0.00
H 0.29965 -1.62548 -2.28470 0.00
H 0.10964 1.08729 -2.63415 -0.01
H -2.82121 2.37606 -0.97850 0.00



# 5
32
Properties=species:S:1:pos:R:3:mulliken_spin:R:1 method="wB97M-V/def2-TZVPD" energy_ev=-84451.181 max_force_ev_per_a=0.181 molar_mass_g_mol=643.50 e_homo_ha="-0.29137 / -0.29102" gap_ev="7.099 / 5.554" spin_multiplicity=2
Ir 0.41385 -1.42151 1.38768 0.00
S 2.55800 -3.66607 5.50891 0.16
Sb 2.50088 -3.22635 3.32172 -0.06
S 2.28678 -0.95452 2.52804 0.00
S 0.64180 -3.63558 1.91382 0.00
S 4.46503 -4.29423 2.58196 0.90
C -0.05478 2.03258 -1.20527 0.00
P 0.38756 1.84482 0.52026 0.00
C 2.17404 1.91296 0.59097 0.00
C -0.23875 3.28437 1.38524 0.00
O -0.21695 0.60724 1.15434 0.00
H 0.24783 3.01267 -1.57593 0.00
H -1.13089 1.90716 -1.32502 0.00
H 0.45562 1.25166 -1.76631 0.00
H 2.52739 2.83817 0.13399 0.00
H 2.57653 1.05802 0.04656 0.00
H 2.51044 1.86072 1.62568 0.00
H 0.16577 4.19882 0.95045 0.00
H 0.04585 3.22247 2.43508 0.00
H -1.32593 3.29884 1.31393 0.00
S 1.15163 -1.55281 -0.74443 0.00
C -0.47501 -1.42445 -1.39019 0.00
C -1.54587 -1.69941 -0.53679 0.00
C -2.85514 -1.48640 -0.94365 0.00
C -3.11210 -1.05789 -2.23630 0.00
C -2.05241 -0.83349 -3.10965 0.00
C -0.74312 -0.99667 -2.69030 0.00
H -1.38486 -2.16820 0.44639 0.00
H -3.66926 -1.69179 -0.26116 0.00
H -4.13143 -0.91805 -2.56988 0.00
H -2.25105 -0.51498 -4.12518 0.00
H 0.07856 -0.78809 -3.36495 0.00



# 6
39
Properties=species:S:1:pos:R:3:lowdin_charge:R:1 method="wB97M-V/def2-TZVPD" energy_ev=-87883.915 max_force_ev_per_a=3.988 molar_mass_g_mol=454.54 e_homo_ha=-0.34380 gap_ev=5.133 charge=+1
K 2.37495 0.81785 -7.92842 0.97
K 5.35288 3.59328 -3.38716 0.95
O 0.89946 0.20014 -2.25074 0.07
C 1.99965 0.67937 -2.89820 -0.92
O 3.10118 0.31795 -2.51902 -0.05
O 1.96593 1.43817 -3.87811 -0.11
H 1.40584 -0.29263 -1.60085 0.09
C 0.69456 -0.60690 5.20888 -0.17
C 0.87286 0.88698 5.61159 -0.13
O 0.11076 1.73435 4.66157 -0.21
S 0.13425 0.87124 3.21714 0.74
O 1.44028 1.11517 2.55375 -0.28
O -1.05687 0.96875 2.34433 -0.25
O 0.03744 -0.53067 3.97967 -0.21
H 0.05649 -1.19277 5.87049 0.13
H 1.56547 -1.26139 5.17345 0.13
H 1.92601 1.11784 5.77185 0.12
H 0.33082 1.11767 6.52869 0.13
C -0.50987 -3.90915 -0.37260 -0.21
C -0.72276 -5.38794 -0.46409 -0.20
O -0.16042 -5.97089 0.69625 -0.19
S 0.91804 -4.94288 1.44465 0.71
O 2.30621 -5.32366 1.55500 -0.22
O 0.31090 -4.38202 2.60734 -0.23
O 0.72722 -3.83033 0.25567 -0.20
H -1.25503 -3.37922 0.22072 0.13
H -0.62887 -3.45504 -1.35633 0.14
H -0.31276 -5.85416 -1.35999 0.13
H -1.79288 -5.59420 -0.48452 0.14
N -1.76641 3.06317 -3.04091 0.01
C -2.89094 3.48009 -3.66803 -0.15
C -3.08385 4.76339 -3.26212 -0.14
C -2.01859 5.15404 -2.45338 -0.14
C -1.13921 4.11810 -2.37899 -0.12
H -1.49175 2.09157 -3.06638 0.14
H -3.52411 2.84461 -4.26944 0.11
H -3.95709 5.38333 -3.40191 0.09
H -1.98025 6.06702 -1.87772 0.09
H -0.23956 4.08976 -1.78213 0.10